No. 1
Here is a molecular structure, C40H37BrCl5N3O3Ti in a non-equilibrium geometry from the OMol25 dataset. Energies are from wB97M-V/def2-TZVPD.

XYZ file:
```
90
Properties=species:S:1:pos:R:3:mulliken_charge:R:1
Ti 0.0958 1.0821 0.0413 -1.198
O 2.4723 -0.9388 -4.3010 -0.829
C 1.5874 -1.9282 -4.4460 0.195
C 1.8055 -2.9449 -5.3825 -0.666
C 0.8870 -3.9694 -5.5361 -0.307
C -0.2722 -4.0028 -4.7678 -0.929
C -0.4901 -2.9908 -3.8421 -0.296
C 0.4227 -1.9603 -3.6658 -0.357
C 0.2074 -0.8553 -2.6533 1.953
O 1.1323 0.1009 -2.6712 -0.638
N 0.1170 -1.5570 -1.2358 -1.146
N 0.9045 -0.8033 -0.3278 0.994
C 1.9853 -1.3725 0.1796 -1.061
C 3.0324 -0.6347 0.7265 0.708
Br 3.1117 1.1758 -0.0176 -0.140
C 3.9923 -0.9704 1.6439 -1.211
C 3.9355 -2.0833 2.5628 0.975
C 5.1024 -2.4534 3.2592 -0.738
C 5.1056 -3.4947 4.1677 -0.493
C 3.9417 -4.2107 4.4258 -0.491
C 2.7748 -3.8524 3.7627 -0.710
C 2.7664 -2.8142 2.8472 0.283
H 2.0287 -0.3261 -3.5902 0.388
H 2.7101 -2.9075 -5.9772 0.429
H 1.0771 -4.7493 -6.2645 0.359
H -0.9932 -4.8015 -4.8884 0.399
H -1.3918 -2.9969 -3.2352 0.417
H -0.8187 -0.4613 -2.7968 -0.977
H 0.5554 -2.4710 -1.3407 0.612
H 2.0979 -2.4548 0.1259 0.552
H 4.8690 -0.3374 1.7182 0.226
H 6.0160 -1.9013 3.0699 0.350
H 6.0243 -3.7516 4.6818 0.355
H 3.9430 -5.0285 5.1352 0.359
H 1.8537 -4.3873 3.9639 0.386
H 1.8370 -2.5434 2.3612 0.031
O -1.7760 0.0823 -0.6351 0.877
C -3.0333 0.1318 -1.2832 -0.628
C -3.2916 1.5131 -1.8378 -0.591
C -2.5899 1.7946 -3.1609 -1.343
C -1.1985 2.3849 -3.1593 0.780
C -0.7860 2.9574 -4.3664 -1.068
C 0.4605 3.5309 -4.4821 -0.630
C 1.2797 3.5389 -3.3640 -1.247
C 0.8013 2.9568 -2.2146 -0.032
N -0.4020 2.3733 -2.0934 0.588
H -1.3547 -0.8225 -0.7277 -0.002
H -3.8042 -0.1393 -0.5544 0.353
H -3.0573 -0.6099 -2.0900 0.316
H -3.0207 2.2542 -1.0824 -0.260
H -4.3691 1.6072 -1.9958 0.686
H -3.2051 2.4829 -3.7451 0.702
H -2.5525 0.8705 -3.7487 0.173
H -1.4644 2.9379 -5.2102 0.497
H 0.7854 3.9636 -5.4196 0.392
H 2.2712 3.9686 -3.3777 0.484
H 1.4208 2.9088 -1.3318 0.228
Cl -1.6936 4.2919 -0.0968 -0.290
C -0.2316 4.3573 0.8667 1.606
C 0.4458 3.1701 1.1609 -1.174
C 1.3713 3.3170 2.2096 0.452
Cl 2.0477 1.9184 2.9911 -0.081
C 1.7334 4.5500 2.7570 -0.218
Cl 2.9205 4.6644 4.0037 -0.215
C 1.1171 5.7126 2.3119 0.423
Cl 1.5669 7.2487 2.9531 -0.218
C 0.0874 5.6135 1.3872 -0.258
Cl -0.7760 7.0349 0.9236 -0.218
C -2.4537 1.8120 2.3294 -2.219
C -1.6688 0.5289 2.6098 3.954
C -1.1924 0.5675 4.0748 -1.835
C -0.4801 0.4321 1.6848 0.058
C -2.5244 -0.7285 2.4047 -0.317
C -3.8791 -0.6750 2.0878 -0.291
C -4.6227 -1.8348 1.8938 -0.630
C -4.0266 -3.0780 2.0138 -0.481
C -2.6767 -3.1497 2.3353 -0.946
C -1.9412 -1.9925 2.5263 -0.107
H -1.7943 2.6693 2.4671 0.385
H -3.3052 1.9270 3.0046 0.509
H -2.8208 1.8372 1.2995 0.333
H -0.5840 1.4574 4.2462 0.343
H -0.5825 -0.3045 4.3159 0.253
H -2.0501 0.5884 4.7528 0.504
H 0.2012 -0.3807 1.9582 -0.302
H -4.3719 0.2815 1.9806 0.377
H -5.6746 -1.7579 1.6442 0.383
H -4.6017 -3.9818 1.8561 0.397
H -2.1917 -4.1137 2.4303 0.395
H -0.8874 -2.0729 2.7639 0.368
```

Summary:
- LUMO level (spin up / spin down): 2.25 / 2.25 eV
- Charge: -1
- ⟨S²⟩: 0.80
- 2S+1: 2
- Orbital gap (spin up / spin down): 5.393 / 6.805 eV
- Energy relative to the best compared isomer or geometry (same formula, charge and spin): 2.516 eV

=====

No. 2
Here is a molecular structure, C2H8N4 in a non-equilibrium geometry from the OMol25 dataset. Energies are from wB97M-V/def2-TZVPD.

XYZ file:
```
14
Properties=species:S:1:pos:R:3:nbo_charge:R:1
C 0.5097 -1.1261 -0.4160 -0.251
N 1.0182 0.1051 0.6446 -0.508
C -0.2039 0.0870 -0.9035 0.443
N 0.5098 0.2896 1.9634 -0.637
N -1.5067 0.3323 -0.4716 -0.826
N 0.2298 0.5478 -2.0744 -0.816
H 1.5665 0.8713 0.2503 0.405
H -0.4464 -0.0579 2.0391 0.324
H 1.0567 -0.2635 2.6275 0.342
H -1.8476 1.2598 -0.6900 0.384
H -1.6792 0.1048 0.5029 0.357
H -0.4819 1.1465 -2.4957 0.321
H -0.0991 -1.9060 0.0427 0.216
H 1.3742 -1.3907 -1.0193 0.245
```

Summary:
- LUMO level: 0.83 eV
- 2S+1: 1
- Orbital gap: 8.887 eV
- Energy relative to the best compared isomer or geometry (same formula, charge and spin): 3.546 eV

=====

No. 3
Here is a molecular structure, C40H78AsCuF12N4O16 in a non-equilibrium geometry from the OMol25 dataset. Energies are from wB97M-V/def2-TZVPD.

XYZ file:
```
152
Properties=species:S:1:pos:R:3:mulliken_charge:R:1
Cu 0.4449 0.2551 4.1358 0.105
As -0.3481 0.2767 0.2520 2.364
F -1.8079 1.1523 0.5513 -0.324
F -1.0628 -1.2674 0.6312 -0.327
F 1.1468 -0.5950 0.0915 -0.516
F 0.5180 1.7642 -0.0125 -0.675
F 0.0356 0.5222 2.0007 0.740
F -0.7773 0.1674 -1.4050 -0.350
C 2.0892 -1.2430 -3.4605 -0.123
C 2.2600 -0.3263 -4.5842 0.032
N 2.3539 0.3362 -5.5076 -0.499
H 2.9098 -1.1652 -2.7543 0.482
H 2.0965 -2.2716 -3.8241 0.433
H 1.1238 -1.1085 -2.9818 -0.338
C -3.8530 -1.2489 2.8653 -0.903
C -2.6753 -0.5983 3.3960 0.530
N -1.7157 -0.0928 3.7681 -0.455
H -4.2076 -0.8188 1.9319 0.026
H -4.6629 -1.2185 3.5936 0.473
H -3.5739 -2.2963 2.7277 0.422
C -1.1117 -0.1188 -4.7559 0.330
C -2.5612 -0.2281 -4.7887 0.107
N -3.7024 -0.2790 -4.7917 -0.514
H -0.6910 -0.5194 -5.6760 0.471
H -0.7425 -0.7171 -3.9258 -0.559
H -0.7911 0.9083 -4.5930 0.227
C -1.9853 4.5977 -0.2448 -0.427
C -2.6378 4.6535 1.0561 0.348
N -3.1391 4.7333 2.0786 -0.535
H -1.6259 3.6054 -0.5114 -0.180
H -1.2571 5.4025 -0.3174 0.363
H -2.7583 4.7772 -0.9993 0.462
C -2.3134 -9.0458 1.6950 -0.608
O -2.4129 -9.8293 0.5250 -0.401
C -2.5505 -9.0887 -0.6618 -0.504
C -1.2925 -8.4352 -1.2394 -0.077
O -0.5942 -7.5500 -0.3816 -0.440
C -1.3082 -6.3836 -0.0183 -0.785
C -0.3138 -5.2464 0.0052 0.298
O 0.1006 -5.0017 -1.3343 -0.365
C 0.9209 -3.8749 -1.4491 -0.692
H -1.3036 -8.6272 1.7614 0.221
H -2.3762 -9.6940 2.5701 0.306
H -3.1076 -8.2957 1.7409 0.266
H -3.3932 -8.3870 -0.5846 0.320
H -2.8471 -9.8057 -1.4333 0.407
H -1.5788 -7.8631 -2.1275 0.002
H -0.6384 -9.2351 -1.5815 0.386
H -1.7174 -6.5666 0.9817 0.294
H -2.1563 -6.2040 -0.6861 0.312
H 0.5884 -5.5469 0.5499 0.523
H -0.7665 -4.3185 0.3819 -0.291
H 0.3624 -2.9327 -1.4451 0.037
H 1.3939 -3.9067 -2.4319 0.294
H 1.7247 -3.8851 -0.7021 0.389
C -5.5899 0.4525 -1.8901 -0.481
O -5.8921 0.7843 -0.5391 -0.430
C -5.2368 1.9388 -0.0924 -0.264
C -5.6758 2.4025 1.2777 -0.467
O -5.1326 1.5831 2.3005 -0.075
C -5.0324 2.2551 3.5482 -0.238
C -6.3373 2.4203 4.3234 -0.793
O -7.2902 3.1987 3.6515 -0.350
C -7.0162 4.5835 3.7735 -0.655
H -4.5322 0.1503 -1.9325 -0.029
H -5.7399 1.2941 -2.5695 0.349
H -6.1937 -0.4296 -2.0843 0.338
H -5.4047 2.8049 -0.7501 0.533
H -4.1583 1.7078 -0.0770 -0.181
H -6.7709 2.3855 1.2779 0.355
H -5.4218 3.4603 1.3816 0.333
H -4.5365 3.2299 3.4778 0.178
H -4.2858 1.6805 4.1112 0.257
H -6.0549 2.8328 5.3023 0.419
H -6.7623 1.4457 4.5665 0.329
H -6.0282 4.8352 3.3770 0.258
H -7.0149 4.8827 4.8323 0.318
H -7.8229 5.1518 3.3176 0.240
C -0.4100 3.2179 3.3154 -0.608
O 0.7094 2.4403 3.7001 -0.411
C 1.9446 2.8940 3.1469 0.020
C 3.0732 1.9454 3.4541 -0.661
O 2.5384 0.6490 3.2053 0.225
C 3.3529 -0.4688 3.4458 -0.882
C 2.6692 -1.6556 2.8269 -0.035
O 1.3580 -1.6754 3.4015 -0.383
C 0.6237 -2.7637 2.8527 -0.930
H -0.4031 4.2783 3.5818 0.470
H -1.3316 2.7796 3.6856 0.241
H -0.4954 3.2640 2.2244 -0.060
H 2.1973 3.8673 3.5739 0.584
H 1.7758 2.9559 2.0684 -0.232
H 3.4269 2.0113 4.4893 0.429
H 3.9449 2.1421 2.8238 0.277
H 3.5712 -0.6225 4.5124 0.379
H 4.3667 -0.3698 3.0351 0.421
H 3.2843 -2.5291 3.0554 0.593
H 2.6105 -1.5529 1.7438 -0.113
H 1.0461 -3.6965 3.2336 0.413
H 0.5513 -2.7678 1.7631 0.166
H -0.4357 -2.8275 3.1181 0.371
C 3.7148 0.9419 -0.1044 -0.071
O 4.9527 1.6151 -0.1305 -0.325
C 5.9309 0.8604 -0.8119 -0.626
C 7.2730 1.5139 -0.6344 -0.476
O 7.3501 2.7802 -1.2482 -0.235
C 8.6512 3.2298 -1.5368 -0.672
C 9.7176 2.9947 -0.4735 -0.472
O 9.3913 3.4983 0.7967 -0.311
C 9.3555 4.9003 0.8744 -0.725
H 2.8969 1.5668 0.2414 -0.179
H 3.8298 0.1403 0.6424 0.026
H 3.4658 0.4758 -1.0576 0.231
H 5.6877 0.8020 -1.8822 0.297
H 5.9519 -0.1792 -0.4536 0.371
H 8.0573 0.8885 -1.0885 0.424
H 7.5717 1.5664 0.4210 0.274
H 8.5913 4.3153 -1.6649 0.374
H 8.9914 2.8816 -2.5200 0.340
H 10.6889 3.3364 -0.8448 0.392
H 9.8120 1.9137 -0.3502 0.324
H 8.5726 5.3491 0.2606 0.296
H 10.3406 5.3524 0.6885 0.303
H 9.1989 5.1799 1.9195 0.261
C 0.3924 3.4249 -2.8871 -0.805
C 1.1610 4.0678 -1.7311 0.231
O 1.1544 5.4921 -1.9149 -0.369
C 2.0402 5.9951 -2.7570 0.293
O 2.8064 5.3501 -3.3973 -0.485
C 2.1182 7.5292 -2.7055 0.873
F 2.2779 8.0378 -3.9352 -0.249
F 1.0124 8.0652 -2.1762 -0.237
F 3.2048 7.8695 -1.9988 -0.243
H 0.0189 2.4605 -2.5333 -0.148
H 1.0416 3.2089 -3.7327 0.562
H -0.4247 4.0843 -3.1753 0.380
H 2.1852 3.6908 -1.7116 0.530
H 0.7023 3.7979 -0.7885 -0.290
C -3.6286 -2.7969 -0.7468 -1.341
C -2.6897 -2.7374 -1.9191 1.917
O -2.7245 -3.9345 -2.6795 -0.441
C -2.0307 -4.0624 -3.7953 0.381
O -1.4000 -3.2242 -4.3471 -0.488
C -2.1557 -5.5133 -4.3149 0.883
F -0.9944 -6.1424 -4.0962 -0.233
F -3.1353 -6.1868 -3.7085 -0.243
F -2.4052 -5.5050 -5.6237 -0.257
H -4.6794 -2.7820 -1.0438 0.534
H -3.5257 -1.9109 -0.1193 -0.041
H -3.4345 -3.6432 -0.0838 0.201
H -1.7113 -2.5479 -1.4716 -0.926
H -2.9193 -1.8921 -2.5710 -0.110
```

Summary:
- LUMO level (spin up / spin down): -4.85 / -8.10 eV
- Charge: +1
- ⟨S²⟩: 0.75
- 2S+1: 2
- Orbital gap (spin up / spin down): 6.033 / 2.787 eV

=====

No. 4
Here is a molecular structure, C24H20GaI3N3O4 from the OMol25 dataset. Energies are from wB97M-V/def2-TZVPD.

XYZ file:
```
55
Properties=species:S:1:pos:R:3:nbo_charge:R:1
Ga -0.0989 -0.1619 0.9524 1.850
C -3.8807 1.6638 2.7266 -0.650
C -3.6688 1.8344 1.2556 0.196
N -4.4381 2.6476 0.5824 -0.366
C -4.2721 2.7867 -0.7552 -0.006
C -3.3371 2.1039 -1.4752 -0.038
C -3.2351 2.2938 -2.9668 -0.094
O -3.4671 1.0915 -3.6947 -0.723
C -2.4641 1.2283 -0.7672 -0.248
C -1.5675 0.3833 -1.4957 0.229
N -0.5791 -0.2963 -0.9931 -0.683
C 0.0853 -1.2274 -1.8529 0.159
C 0.5621 -0.8361 -3.0986 -0.248
C 1.2274 -1.7436 -3.9073 -0.186
C 1.4273 -3.0455 -3.4710 -0.188
C 0.9495 -3.4460 -2.2316 -0.210
C 0.2770 -2.5386 -1.4300 -0.203
I -0.4863 -3.1370 0.4206 0.347
C -2.6109 1.0998 0.6218 0.388
O -1.8692 0.3305 1.3741 -0.816
H -4.7052 2.2944 3.0463 0.244
H -4.1003 0.6213 2.9621 0.238
H -2.9800 1.9211 3.2864 0.225
H -4.9437 3.4830 -1.2435 0.205
H -3.9228 3.0829 -3.2773 0.196
H -2.2305 2.6141 -3.2501 0.184
H -4.3903 0.8371 -3.5879 0.481
H -1.7765 0.2544 -2.5563 0.239
H 0.4216 0.1879 -3.4242 0.227
H 1.5930 -1.4313 -4.8759 0.236
H 1.9506 -3.7563 -4.0956 0.238
H 1.0925 -4.4636 -1.8949 0.241
I 0.5474 -1.6601 5.7529 0.219
C 1.8752 -1.6074 4.1628 -0.239
C 3.1955 -2.0810 4.3293 -0.222
C 4.1054 -2.0503 3.3110 -0.191
I 6.0363 -2.7544 3.6549 0.197
C 3.7255 -1.5407 2.0412 -0.038
C 4.5622 -1.4310 0.9125 -0.093
C 4.0822 -0.9002 -0.2557 -0.269
C 2.7453 -0.4989 -0.3264 0.095
N 1.9280 -0.6049 0.7029 -0.571
C 2.3989 -1.0911 1.8870 0.086
C 1.4564 -1.1008 2.9569 0.346
O 0.2459 -0.6186 2.7292 -0.860
H 3.4833 -2.4702 5.2963 0.248
H 5.5899 -1.7626 0.9820 0.245
H 4.7144 -0.7974 -1.1256 0.242
H 2.3373 -0.1000 -1.2451 0.211
C 0.4271 2.9198 0.2174 -0.245
O 0.4843 1.8265 1.1604 -0.759
H 1.1150 3.7008 0.5317 0.209
H -0.5873 3.3065 0.1380 0.201
H 0.7481 2.5202 -0.7410 0.195
H 0.2215 2.1195 2.0437 0.528
```

Summary:
- LUMO level: -3.69 eV
- Charge: +1
- 2S+1: 1
- Orbital gap: 6.907 eV
- Energy relative to the best compared isomer or geometry (same formula, charge and spin): 0.000 eV